A cluster of 11 separate species, C7H35NO10 in total at a distorted geometry, computed with ωB97M-V/def2-TZVPD.

The value obtained for the orbital gap is 9.2 eV. Its spin multiplicity is 1. For the HOMO energy, the calculation gives -9.1 eV. As for the total charge: 0. The value obtained for the energy relative to the best compared isomer or geometry (same formula, charge and spin) is 73.4 kcal/mol. The calculation puts the total energy at -1094.707047 hartree. As for the structure (SMILES): C=CCCCN(C)C.O.O.O.O.O.O.O.O.O.O.

Element x y z (Å)
1 O -1.1664 0.7067 3.4303
2 O -1.9358 -0.4694 -3.8823
3 O 3.0021 -1.4756 -1.9909
4 O 0.4221 1.0647 -3.5891
5 O -2.5336 2.0713 1.5855
6 O 2.1270 0.9972 -1.5516
7 O 0.2970 3.4859 -1.5063
8 O -0.3219 -2.5918 -2.4114
9 O -4.3597 -0.7726 1.7339
10 O -1.9550 1.7847 -1.8779
11 N 1.9562 0.8519 1.3877
12 C 1.0118 -0.1989 1.4352
13 C 1.5823 2.1005 2.1514
14 C 1.4964 -1.5346 0.7025
15 C -1.6707 -3.0026 2.0986
16 C 3.2980 0.3982 1.6530
17 C 0.1924 -2.4439 0.5986
18 C -0.3720 -2.8025 1.9921
19 H -1.6834 1.7466 1.8186
20 H -0.8966 -0.2450 3.3029
21 H 0.3323 -2.8771 2.7414
22 H 0.6602 1.2646 -2.7258
23 H -0.7416 -3.3437 -2.8441
24 H 3.4886 0.1404 2.6747
25 H 0.6929 2.7899 -0.9437
26 H 3.0915 -2.2334 -1.3236
27 H -0.4334 -1.8019 -0.0154
28 H -1.1876 2.4542 -2.1768
29 H -4.1395 -1.1857 0.8761
30 H 2.6820 0.2830 -1.6138
31 H -3.7359 -0.0977 1.8813
32 H 3.2778 -0.3958 0.9062
33 H 1.2117 0.7287 -3.9372
34 H 1.9361 -1.4581 -2.0722
35 H -2.9810 2.5454 2.2330
36 H 0.1740 0.1935 0.7346
37 H 0.4816 -3.2825 -0.1459
38 H 2.0193 1.2406 -0.5975
39 H 0.7359 -0.3837 2.4802
40 H 2.3120 3.0244 1.9883
41 H 3.9910 1.2954 1.3708
42 H -0.9517 -1.8530 -2.6021
43 H -2.3903 2.4834 -1.2685
44 H -2.4237 -3.0278 1.2962
45 H 1.5000 1.9033 3.2332
46 H -1.4195 0.7396 4.3935
47 H -2.4681 0.1775 -3.5645
48 H -1.1479 -0.1184 -4.0839
49 H 1.8761 -1.2213 -0.3459
50 H -2.0027 -3.0450 3.0968
51 H 2.2204 -2.1166 1.2419
52 H 0.6174 2.2942 1.7751
53 H -0.2263 3.9124 -0.8086

Results of the Löwdin charge analysis, in e, for atoms 1 through 5: number 1, O, carries -0.0907; number 2, O, carries 0.0287; number 3, O, carries -0.1393; number 4, O, carries -0.0054; number 5, O, carries -0.0203

***

A cluster of 10 separate species, C7H35NO9 in total at a distorted geometry, computed with ωB97M-V/def2-TZVPD.

The value obtained for the orbital gap is 9.5 eV. Its spin multiplicity is 1. For the HOMO energy, the calculation gives -9.2 eV. As for the total charge: 0. The value obtained for the energy relative to the best compared isomer or geometry (same formula, charge and spin) is 54.6 kcal/mol. The calculation puts the total energy at -1019.596269 hartree. As for the structure (SMILES): CCCN[C@@H](C)CC.O.O.O.O.O.O.O.O.O.

Element x y z (Å)
1 O -3.8862 0.7989 -0.9150
2 O -1.6002 0.9073 -2.4325
3 O 3.2415 2.4583 2.1165
4 O 1.9379 0.1782 -3.3548
5 O 2.8167 -0.0346 2.8428
6 O 0.4614 2.7923 -2.4056
7 O 2.5033 1.7942 -0.4639
8 O 2.0230 -2.6031 2.7621
9 O -3.9332 -1.0901 1.0680
10 N 0.5623 -0.4205 -0.1709
11 C -0.1247 -3.2089 -2.6647
12 C -1.8884 1.8947 1.5312
13 C -0.4558 -0.8039 2.1446
14 C -0.5359 -0.1378 0.7714
15 C -0.5533 1.4048 0.9656
16 C -0.4155 -1.9959 -1.7643
17 C 0.6141 -1.8162 -0.6957
18 H -0.4875 -1.8911 2.0216
19 H 1.6520 -1.9262 -1.0015
20 H -1.4806 -2.0500 -1.5216
21 H 1.1310 2.4167 -1.8430
22 H -1.0226 0.8654 -1.6705
23 H -2.1948 2.8611 1.1280
24 H 2.1147 0.2489 -2.4049
25 H -0.2321 -2.9173 -3.7108
26 H -1.4593 -0.4355 0.2725
27 H -2.6986 1.1903 1.4061
28 H -0.3699 1.8087 -0.0255
29 H 0.9251 -3.4947 -2.7102
30 H 1.0829 -2.4282 2.9089
31 H -1.7389 2.1184 2.5920
32 H 2.7061 1.8186 0.4897
33 H -4.5143 -1.0441 1.8279
34 H -1.2437 1.6324 -2.9396
35 H 3.0257 2.5298 -0.8035
36 H -0.7078 -4.0658 -2.3416
37 H 0.3005 1.6563 1.5984
38 H 2.3123 0.0844 2.0445
39 H -4.0161 -0.2687 0.5508
40 H 0.6564 -2.5582 0.1247
41 H 0.5658 2.5998 -3.3366
42 H 1.9870 -3.3982 2.2193
43 H 1.4537 -0.3139 0.3057
44 H -1.3202 -0.5783 2.7358
45 H -3.1914 0.4808 -1.4984
46 H 1.0134 0.4349 -3.4206
47 H 2.7622 3.2605 2.3604
48 H 3.2337 1.9641 2.9458
49 H -3.8893 1.7515 -1.0303
50 H 0.4505 -0.4474 2.6377
51 H -0.3824 -1.0340 -2.2738
52 H 2.8095 -0.9888 3.0279

Results of the Löwdin charge analysis, in e, for atoms 1 through 5: number 1, O, carries -0.0523; number 2, O, carries -0.0428; number 3, O, carries -0.0566; number 4, O, carries -0.0481; number 5, O, carries -0.0618

***

A cluster of 12 separate species, C7H39NO11 in total at a distorted geometry, computed with ωB97M-V/def2-TZVPD.

The value obtained for the orbital gap is 9.3 eV. Its spin multiplicity is 1. For the HOMO energy, the calculation gives -9.4 eV. As for the total charge: 0. The value obtained for the energy relative to the best compared isomer or geometry (same formula, charge and spin) is 44.0 kcal/mol. The calculation puts the total energy at -1172.501845 hartree. As for the structure (SMILES): CCCCN(C)CC.O.O.O.O.O.O.O.O.O.O.O.

Element x y z (Å)
1 O 0.8943 -2.9192 -2.2881
2 O 0.5337 -0.9748 -4.0902
3 O -1.5878 -2.5528 -1.3727
4 O -0.0074 2.8984 1.7681
5 O 0.9446 3.0155 -1.9252
6 O -1.2951 3.0525 -0.4604
7 O -2.0453 -0.9055 -3.4118
8 O -3.2261 1.6096 0.7823
9 O -1.9694 1.7040 3.1321
10 O -1.1664 1.5189 -2.6577
11 O 2.5377 -2.7116 -0.1869
12 N 1.5793 -0.1976 0.8836
13 C 0.5747 0.0744 -0.1655
14 C 2.6205 0.8532 0.9480
15 C 0.9664 -0.4150 2.2176
16 C -1.9177 -1.5942 2.3732
17 C -0.6928 -2.3656 1.8246
18 C 0.6351 -1.9037 2.4289
19 C 3.3093 1.0708 -0.3933
20 H -1.2787 1.9536 -1.8272
21 H 2.7405 1.6971 -1.0615
22 H -1.5196 3.9868 -0.5843
23 H -4.0838 2.0359 0.6074
24 H 0.7029 2.2113 1.6433
25 H 0.7945 -1.7556 -3.4697
26 H 1.1099 0.0824 -1.2302
27 H -2.0442 -0.6307 1.8685
28 H 3.3992 0.5457 1.7113
29 H -1.8721 -1.4801 3.4546
30 H 3.5030 -2.6765 -0.3594
31 H -1.2017 -1.0859 -3.8712
32 H 0.6110 -2.1304 3.4837
33 H -0.1525 -0.7657 -0.1739
34 H 2.2347 1.8445 1.3139
35 H -1.7734 -1.8628 -2.0756
36 H 1.6897 -0.1119 2.9817
37 H 0.2827 3.1145 -1.3100
38 H 0.0170 -2.9024 -1.9093
39 H -0.7201 -2.2380 0.6986
40 H 2.3000 -1.8783 0.2341
41 H 0.5921 -0.1489 -3.6212
42 H -1.8619 0.7992 3.4609
43 H -2.8451 -2.1025 2.1579
44 H -0.7512 3.0440 0.3980
45 H 1.5006 -2.8680 -1.5750
46 H -2.1755 -3.3249 -1.5645
47 H -1.3980 2.1208 -3.3095
48 H -2.5861 2.0892 0.1620
49 H 0.0466 0.2021 2.3439
50 H 3.5644 0.0630 -0.9204
51 H 0.0268 1.0207 -0.0010
52 H -0.6886 2.5264 2.4013
53 H -1.9000 -0.0123 -3.0670
54 H 1.4529 -2.5817 1.9670
55 H 0.6936 2.2169 -2.4512
56 H 4.2902 1.5515 -0.2411
57 H -2.5346 1.6649 2.3349
58 H -0.8527 -3.4712 1.9939

Results of the Löwdin charge analysis, in e, for atoms 1 through 5: number 1, O, carries -0.0434; number 2, O, carries -0.0941; number 3, O, carries -0.1027; number 4, O, carries -0.0671; number 5, O, carries -0.0433

***

The ion C7H3BrNO2S with charge +1 at a distorted geometry, computed with ωB97M-V/def2-TZVPD.

The value obtained for the orbital gap is 7.7 eV. Its spin multiplicity is 1. For the HOMO energy, the calculation gives -13.6 eV. As for the total charge: +1. The value obtained for the energy relative to the best compared isomer or geometry (same formula, charge and spin) is 0.0 kcal/mol. The calculation puts the total energy at -3445.668150 hartree. As for the structure (SMILES): C=[N+]1C(=O)c2csc(Br)c2C1=O.

Element x y z (Å)
1 Br -5.1714 -0.7426 0.0736
2 S -3.8295 2.0778 -0.0814
3 O 0.9890 1.3884 0.4683
4 O -1.6326 -2.4288 0.1120
5 N -0.0381 -0.6104 -0.0249
6 C -0.0320 0.8736 0.1493
7 C -3.6100 0.3509 -0.1032
8 C 0.8769 -1.4971 -0.0481
9 C -2.3029 -0.0216 -0.0475
10 C -2.2019 2.3008 0.0430
11 C -1.4394 1.1542 -0.0407
12 C -1.5005 -1.2687 0.0103
13 H 0.4671 -2.5596 0.0605
14 H 1.8803 -1.0498 -0.2447
15 H -1.6188 3.2487 -0.1216

Results of the Löwdin charge analysis, in e, for atoms 1 through 5: number 1, Br, carries 0.7980; number 2, S, carries 1.1304; number 3, O, carries 0.2148; number 4, O, carries 0.2110; number 5, N, carries 0.0637

***

A structure of composition C7H3Cl5MnN2O3 at a distorted geometry, computed with ωB97M-V/def2-TZVPD.

The value obtained for the orbital gap (alpha / beta) is 3.7 / 4.6 eV. Its spin multiplicity is 6. For the HOMO energy (alpha / beta), the calculation gives 0.6 / -0.3 eV. As for the total charge: -2. The value obtained for the energy relative to the best compared isomer or geometry (same formula, charge and spin) is 0.0 kcal/mol. The calculation puts the total energy at -4055.743351 hartree.

Element x y z (Å)
1 Mn 0.0095 -0.7521 0.5141
2 Cl -6.6848 0.3209 0.3829
3 Cl -1.8781 0.6683 -2.0631
4 Cl -2.2393 -1.4387 2.8959
5 Cl -4.9535 1.1361 -2.0825
6 Cl -5.3103 -0.9683 2.8664
7 O 0.8628 -1.5392 1.8701
8 O 1.0322 -0.2093 -1.1138
9 O 2.7824 -0.0703 -2.5143
10 N 2.7605 0.5359 0.9850
11 N 3.1310 0.2669 -0.3269
12 C -2.1465 -0.3761 0.4098
13 C -2.9704 -0.7181 1.4805
14 C -4.9721 0.0572 0.3924
15 C -4.3497 -0.5176 1.4968
16 C -4.1921 0.4180 -0.7023
17 C 2.2782 -0.0247 -1.3924
18 C -2.8163 0.1964 -0.6680
19 H 2.2845 1.4205 1.0925
20 H 4.1031 0.3524 -0.5614
21 H 2.3348 -0.2364 1.4823

Results of the Löwdin charge analysis, in e, for atoms 1 through 5: number 1, Mn, carries 0.6343; number 2, Cl, carries 0.5993; number 3, Cl, carries 0.6420; number 4, Cl, carries 0.6218; number 5, Cl, carries 0.5987

***

A structure of composition C7H3ClN2S2 at a distorted geometry, computed with ωB97M-V/def2-TZVPD.

The value obtained for the orbital gap (alpha / beta) is 6.7 / 6.3 eV. Its spin multiplicity is 1. For the HOMO energy (alpha / beta), the calculation gives -7.9 / -7.9 eV. As for the total charge: 0. The calculation puts the total energy at -1634.292508 hartree.

Element x y z (Å)
1 Cl -3.6374 -0.7882 0.0462
2 S 1.0254 -0.8843 1.4236
3 S 3.0433 -0.9352 -0.4384
4 N 0.4011 0.0160 -1.1592
5 N 1.4823 -1.7406 -0.1519
6 C -0.0006 0.8121 -0.1983
7 C -1.9204 -0.5111 -0.1106
8 C 0.2317 -1.2370 -0.7781
9 C -1.1066 -1.5811 -0.4723
10 C 1.2996 0.7482 0.5595
11 C 2.6162 0.6945 0.1003
12 C -1.2932 0.7333 0.2933
13 H 3.3527 1.3976 -0.0368
14 H -1.8691 1.1566 1.0144
15 H -1.2651 -2.6778 -0.4680

Results of the Löwdin charge analysis, in e, for atoms 1 through 5: number 1, Cl, carries 0.6634; number 2, S, carries 0.9614; number 3, S, carries 0.9006; number 4, N, carries 0.0922; number 5, N, carries -0.5013